Formula: C29H34MoNO4S4Te
Source: the Open Molecules 2025 dataset
Level of theory: wB97M-V/def2-TZVPD

XYZ file:
```
74
Properties=species:S:1:pos:R:3:lowdin_spin:R:1
Te 0.702 0.767 -0.264 0.040
Mo -1.896 -1.146 -2.097 1.693
S -2.113 -0.879 -4.413 0.032
S -0.422 -0.072 -5.306 0.388
S 0.952 -1.423 -5.508 0.577
S 0.503 -0.770 -2.014 0.061
O -1.748 -3.035 -1.501 0.030
O -2.510 -0.984 0.093 0.042
O -3.918 -1.914 -2.175 0.030
O -2.702 -4.580 -0.218 -0.002
N -2.246 0.641 -1.390 -0.033
C 3.091 2.566 0.284 0.001
C 2.740 2.398 1.732 0.002
C 0.901 -0.757 2.320 0.002
C 4.535 3.644 -1.347 0.001
C -2.781 -3.645 -0.976 0.005
C 3.389 -1.292 -0.561 0.000
C 5.717 4.514 -1.652 0.000
C -3.699 0.728 2.003 0.010
C -3.202 1.210 0.796 0.000
C -4.187 2.975 2.697 0.012
C 1.384 -1.722 3.199 0.000
C 1.822 1.839 -3.257 0.007
C 4.173 3.378 -0.033 0.000
C 2.676 -1.374 0.754 0.002
C -3.694 3.459 1.492 -0.001
C -0.302 0.022 2.757 0.001
C 2.966 -3.562 3.844 0.000
C 2.645 2.306 -2.096 0.001
C -4.686 -4.178 -2.495 0.000
C -2.645 0.273 -0.209 0.062
C -3.206 2.580 0.541 0.009
C -5.118 -2.930 -0.327 0.001
C 2.485 -2.506 2.896 0.001
C -4.192 1.610 2.950 -0.001
C 3.747 3.120 -2.357 0.000
C 3.121 -2.311 1.678 0.000
C 2.365 1.990 -0.766 0.001
C -4.162 -3.169 -1.481 0.005
C 1.561 -0.593 1.097 0.007
H 6.608 4.150 -1.144 0.000
H 3.978 3.356 -3.389 0.000
H -4.785 -5.152 -2.018 0.000
H 0.748 1.870 -3.052 0.004
H -4.569 3.663 3.439 0.001
H 4.426 -1.603 -0.438 0.000
H -0.386 1.013 2.307 0.001
H -3.999 -4.265 -3.338 0.000
H 4.737 3.827 0.775 0.000
H -1.209 -0.521 2.492 0.000
H 5.921 4.541 -2.720 0.000
H 3.117 1.462 2.142 0.000
H -3.694 4.523 1.294 0.000
H -4.734 -1.436 -2.339 0.003
H 2.602 -4.543 3.534 0.000
H 1.660 2.420 1.908 0.001
H -4.582 1.235 3.887 0.000
H 2.017 2.480 -4.116 0.000
H -3.688 -0.339 2.186 0.001
H 3.985 -2.913 1.428 0.000
H 5.542 5.537 -1.315 0.000
H -5.242 -3.857 0.230 0.000
H 3.175 3.219 2.302 0.000
H 4.054 -3.607 3.865 0.000
H -6.096 -2.620 -0.702 0.000
H 2.915 -1.958 -1.282 0.000
H -0.282 0.157 3.838 0.000
H 0.884 -1.853 4.150 0.000
H -2.822 2.931 -0.409 0.000
H 3.390 -0.296 -0.990 0.000
H -4.716 -2.166 0.336 0.000
H 2.609 -3.378 4.855 0.000
H -5.665 -3.870 -2.867 0.000
H 2.056 0.812 -3.537 0.004
```

**2S+1**: 4
**Expectation value of S²**: 3.78
**Energy above the lowest of the compared OMol25 structures with the same formula, charge and spin**: 50.7 kJ/mol
**Lowest unoccupied orbital energy (alpha / beta)**: -0.1191 / -1.3261 eV
**Net charge**: 0
**Kohn-Sham gap (alpha / beta)**: 0.2685 / 0.2684 Ha